Entry 1:
# C5H9NO6

The molecule C5H9NO6 (ωB97M-V/def2-TZVPD, OMol25).

HOMO level (alpha / beta): -5.447 / -9.704 eV
multiplicity: 3
net charge: 0

Each line ends with the Mulliken spin population.
Positions of all 21 atoms, in Å:
C  0.82  -0.18  -0.44  0.12
C  2.20  0.33  0.15  0.69
C  -0.50  -0.28  0.46  0.03
C  -1.05  0.73  -0.54  0.02
C  -1.13  -1.64  0.63  0.01
N  0.16  0.70  -1.40  0.05
O  1.08  -1.44  -1.00  -0.01
O  3.14  -0.46  0.24  0.95
O  2.18  1.60  0.54  0.14
O  -0.34  0.30  1.78  0.00
O  -1.08  2.01  0.02  0.00
O  -2.27  0.38  -1.14  0.00
H  -1.67  -1.87  -0.33  0.00
H  -1.79  -1.58  1.55  0.00
H  -0.29  -2.35  0.79  0.00
H  0.12  0.16  -2.27  0.00
H  1.17  -2.10  -0.29  0.01
H  3.11  1.95  0.79  -0.01
H  -0.34  1.31  1.58  0.00
H  -0.66  2.53  -0.59  0.00
H  -2.84  -0.11  -0.53  0.00



Entry 2:
# C10H40O10

A 10-piece molecular cluster, C10H40O10 overall (ωB97M-V/def2-TZVPD, OMol25).

structure (SMILES): CO.CO.CO.CO.CO.CO.CO.CO.CO.CO
energy relative to the best compared isomer or geometry (same formula, charge and spin): 412.1 kJ/mol
HOMO level: -9.267 eV
net charge: 0

Each line ends with the Löwdin charge.
Positions of all 60 atoms, in Å:
C  -12.19  16.32  -5.61  -0.16
O  -11.91  17.68  -5.78  -0.14
H  -11.83  15.90  -4.67  0.08
H  -13.26  16.10  -5.64  0.07
H  -11.71  15.80  -6.45  0.08
H  -11.94  18.16  -4.95  0.02
C  -15.49  19.47  -1.44  -0.19
O  -16.48  20.36  -1.84  -0.11
H  -15.76  18.67  -0.74  0.08
H  -15.14  18.94  -2.33  0.06
H  -14.70  20.02  -0.92  0.06
H  -16.25  20.68  -2.71  0.01
C  -13.27  22.49  -2.32  -0.14
O  -12.94  23.12  -3.57  -0.13
H  -14.00  23.05  -1.73  0.09
H  -13.59  21.45  -2.42  0.04
H  -12.35  22.35  -1.74  0.07
H  -12.28  22.56  -3.98  0.01
C  -10.52  20.48  -5.02  -0.13
O  -10.76  21.84  -4.66  -0.11
H  -10.34  20.31  -6.08  0.09
H  -9.73  19.96  -4.47  0.09
H  -11.45  19.96  -4.83  0.05
H  -9.91  22.26  -4.81  0.09
C  -14.47  17.74  -7.93  -0.19
O  -15.44  18.57  -8.51  -0.12
H  -14.07  17.05  -8.66  0.08
H  -13.60  18.23  -7.49  0.07
H  -15.02  17.16  -7.18  0.08
H  -16.20  18.03  -8.73  0.08
C  -18.03  25.13  -5.39  -0.11
O  -18.01  24.76  -6.78  -0.13
H  -17.58  26.10  -5.20  0.08
H  -19.08  25.24  -5.13  0.09
H  -17.61  24.32  -4.80  0.09
H  -18.64  25.36  -7.18  0.09
C  -11.77  18.82  -1.88  -0.16
O  -12.58  18.56  -2.96  -0.13
H  -12.25  19.57  -1.25  0.07
H  -11.51  17.91  -1.35  0.09
H  -10.85  19.28  -2.24  0.08
H  -13.10  17.82  -2.62  0.09
C  -14.96  20.42  -5.15  -0.11
O  -15.84  21.17  -4.29  -0.13
H  -14.47  21.08  -5.86  0.09
H  -14.12  19.97  -4.63  0.06
H  -15.51  19.57  -5.55  0.08
H  -16.50  21.53  -4.87  0.05
C  -20.44  19.54  -6.48  -0.18
O  -19.99  20.17  -5.31  -0.11
H  -21.51  19.36  -6.40  0.08
H  -20.27  20.16  -7.35  0.07
H  -19.91  18.59  -6.56  0.08
H  -19.24  20.69  -5.64  0.02
C  -17.58  21.60  -7.56  -0.13
O  -17.88  22.10  -6.28  -0.14
H  -17.91  20.56  -7.67  0.07
H  -18.08  22.20  -8.32  0.09
H  -16.52  21.63  -7.80  0.08
H  -18.00  23.05  -6.37  0.02



Entry 3:
# C3H9NO2

A 2-piece molecular cluster, C3H9NO2 overall (ωB97M-V/def2-TZVPD, OMol25).

energy relative to the best compared isomer or geometry (same formula, charge and spin): 204.1 kJ/mol
HOMO level (alpha / beta): -13.655 / -13.618 eV
multiplicity: 2
net charge: +1

Each line ends with the Mulliken spin population.
Positions of all 15 atoms, in Å:
C  1.15  0.84  -3.27  0.06
N  0.39  0.46  -2.10  0.76
H  -1.38  0.42  0.04  0.00
H  -0.54  0.40  -2.37  -0.02
H  0.78  -0.41  -1.52  -0.02
H  2.11  0.34  -3.40  0.01
H  1.44  1.98  -3.24  0.14
H  0.53  1.15  -4.06  0.05
C  0.89  -0.42  1.98  0.00
C  -0.54  -0.38  1.65  0.00
O  -0.76  -0.36  0.33  0.01
O  -1.55  -0.39  2.30  0.01
H  1.42  -0.18  1.11  0.00
H  1.12  -1.43  2.25  0.00
H  1.24  0.33  2.70  0.00



Entry 4:
# C49H49Cl12N9

A 13-piece molecular cluster, C49H49Cl12N9 overall (ωB97M-V/def2-TZVPD, OMol25).

energy relative to the best compared isomer or geometry (same formula, charge and spin): 263.2 kJ/mol
HOMO level: -9.289 eV
net charge: 0

Each line ends with the Löwdin charge.
Positions of all 119 atoms, in Å:
N  6.93  -0.58  -1.92  0.07
C  5.97  -1.19  -1.16  -0.14
C  4.77  -0.63  -0.85  -0.11
C  4.55  0.62  -1.35  -0.12
C  5.44  1.29  -2.13  -0.07
C  6.66  0.65  -2.35  -0.16
H  6.20  -2.20  -0.84  0.10
H  4.02  -1.15  -0.28  0.10
H  3.66  1.17  -1.08  0.09
H  5.13  2.23  -2.55  0.10
H  7.43  1.22  -2.84  0.10
N  0.39  -1.21  0.31  0.06
C  1.09  -0.65  -0.72  -0.12
C  0.69  0.52  -1.38  -0.10
C  -0.48  1.15  -0.97  -0.07
C  -1.24  0.55  0.04  -0.08
C  -0.73  -0.57  0.68  -0.18
H  1.94  -1.24  -1.02  0.08
H  1.15  0.89  -2.28  0.07
H  -0.75  2.12  -1.36  0.08
H  -2.06  1.12  0.45  0.09
H  -1.20  -1.02  1.54  0.10
N  4.27  3.65  2.29  0.06
C  4.35  2.27  2.14  -0.12
C  5.47  1.59  1.64  -0.08
C  6.62  2.30  1.32  -0.07
C  6.56  3.69  1.51  -0.07
C  5.39  4.32  1.97  -0.15
H  3.42  1.74  2.24  0.08
H  5.43  0.52  1.51  0.09
H  7.50  1.86  0.88  0.10
H  7.41  4.31  1.27  0.09
H  5.41  5.39  2.15  0.10
N  -0.38  0.45  -4.47  0.06
C  0.73  0.67  -5.25  -0.12
C  1.69  -0.31  -5.43  -0.08
C  1.55  -1.57  -4.85  -0.06
C  0.41  -1.75  -4.08  -0.08
C  -0.55  -0.76  -3.94  -0.17
H  0.86  1.64  -5.71  0.10
H  2.61  -0.16  -5.97  0.10
H  2.20  -2.39  -5.12  0.10
H  0.27  -2.67  -3.54  0.09
H  -1.42  -0.95  -3.33  0.10
N  2.83  -4.94  -3.55  0.06
C  4.19  -5.16  -3.50  -0.11
C  4.86  -5.27  -2.26  -0.08
C  4.11  -5.24  -1.08  -0.09
C  2.72  -5.16  -1.12  -0.07
C  2.16  -5.04  -2.39  -0.16
H  4.81  -5.10  -4.39  0.10
H  5.94  -5.30  -2.24  0.10
H  4.65  -5.31  -0.15  0.10
H  2.20  -5.20  -0.18  0.10
H  1.10  -4.84  -2.40  0.08
N  -1.72  -6.40  -1.73  0.05
C  -1.18  -5.74  -0.64  -0.16
C  -1.17  -4.37  -0.57  -0.12
C  -1.91  -3.64  -1.50  -0.10
C  -2.60  -4.28  -2.54  -0.08
C  -2.39  -5.70  -2.67  -0.12
H  -0.55  -6.25  0.07  0.10
H  -0.65  -3.81  0.20  0.09
H  -2.15  -2.59  -1.42  0.06
H  -3.32  -3.75  -3.12  0.04
H  -2.89  -6.30  -3.42  0.09
N  -3.62  4.40  3.68  0.04
C  -3.94  3.27  4.34  -0.17
C  -5.03  3.27  5.18  -0.07
C  -5.86  4.45  5.36  -0.06
C  -5.55  5.56  4.61  -0.10
C  -4.45  5.52  3.74  -0.11
H  -3.32  2.41  4.14  0.10
H  -5.10  2.39  5.79  0.09
H  -6.69  4.44  6.05  0.10
H  -6.31  6.32  4.49  0.10
H  -4.22  6.20  2.93  0.09
N  -2.23  4.67  -2.84  0.05
C  -2.89  4.31  -1.72  -0.18
C  -3.39  3.03  -1.61  -0.09
C  -3.44  2.17  -2.71  -0.10
C  -2.93  2.57  -3.88  -0.09
C  -2.20  3.78  -3.90  -0.10
H  -2.79  4.95  -0.86  0.09
H  -3.65  2.63  -0.64  0.09
H  -3.98  1.23  -2.66  0.10
H  -2.89  1.81  -4.65  0.10
H  -1.71  4.01  -4.83  0.10
N  2.88  1.50  5.90  0.05
C  2.27  1.77  4.76  -0.16
C  1.37  0.88  4.08  -0.04
C  1.13  -0.42  4.65  -0.07
C  1.76  -0.64  5.84  -0.10
C  2.65  0.29  6.44  -0.13
H  2.54  2.76  4.40  0.09
H  0.93  1.22  3.16  0.08
H  0.54  -1.20  4.20  0.09
H  1.75  -1.60  6.34  0.09
H  3.18  0.02  7.34  0.10
C  -3.44  -4.92  4.26  -1.50
Cl  -5.20  -4.76  4.29  0.51
Cl  -3.04  -5.14  2.55  0.52
Cl  -2.83  -6.19  5.41  0.49
H  -2.89  -4.05  4.61  0.01
C  -5.97  -2.04  -0.62  -1.45
Cl  -5.72  -2.85  -2.27  0.49
Cl  -4.41  -1.25  -0.21  0.50
Cl  -6.51  -3.20  0.57  0.56
H  -6.61  -1.16  -0.75  -0.01
C  -8.42  1.10  1.90  -1.51
Cl  -9.28  0.03  3.12  0.47
Cl  -8.97  0.64  0.34  0.56
Cl  -6.64  1.05  2.03  0.50
H  -8.69  2.15  2.03  0.02
C  0.97  5.01  -1.84  -1.52
Cl  2.06  3.69  -2.23  0.55
Cl  1.96  6.52  -1.90  0.50
Cl  0.15  4.86  -0.29  0.57
H  0.26  4.99  -2.66  -0.01



Max |F|
In order: 6.47, 2.12, 5.45, 3.57
Unit: eV/Å